No. 1
The following is a DFT calculation (ωB97M-V with the def2-TZVPD basis set) of a gas-phase ion, C4H10O4P (charge -1).

Geometry as XYZ:
```
19
Properties=species:S:1:pos:R:3
C -1.14752 -1.33091 -0.71355
C -0.69072 -0.13853 1.54300
C -0.96682 1.21963 -0.58150
C -0.57860 -0.19740 -0.01269
O 2.08668 -0.28114 -1.53936
O 1.77643 -1.91895 0.50488
O 2.62750 1.70387 0.21570
O 2.06259 0.59603 0.86448
P 1.51556 -0.60537 -0.19315
H -0.99455 -1.22963 -1.77187
H -0.78930 -2.30669 -0.47069
H -2.14457 -1.34193 -0.54794
H -1.68015 -0.44789 1.78395
H -0.47166 0.96211 1.83645
H 0.04037 -0.75871 2.13437
H -0.69841 2.00344 0.00153
H -0.45371 1.33264 -1.54095
H -2.09777 1.35385 -0.75163
H 2.60464 1.38560 -0.76102
```

Summary:
**HOMO**: -4.546 eV
**SMILES**: CC(C)(C)[P@](=O)([O-])OO
**Gap between HOMO and LUMO**: 0.3030 Eh
**Charge**: -1
**2S+1**: 1
**Lowest unoccupied orbital energy**: 3.70 eV

=====

No. 2
The following is a DFT calculation (ωB97M-V with the def2-TZVPD basis set) of a molecular structure, C4H10OS.

Geometry as XYZ:
```
16
Properties=species:S:1:pos:R:3
C 0.67330 -0.54556 -0.20597
C 1.71128 -0.70032 0.93904
C 1.21125 0.06494 -1.51330
C -2.39655 1.38711 0.58399
O -1.44665 -1.34583 1.17008
S -1.06241 -0.43933 0.10674
H 2.53390 -1.19007 0.41875
H 2.07681 0.13849 1.45790
H 1.44193 -1.47647 1.69227
H 2.21120 0.39380 -1.37043
H 1.36671 -0.68686 -2.34535
H 0.64992 0.87575 -1.93997
H -2.37177 2.16729 -0.12140
H -3.38103 0.92652 0.75364
H -1.80570 1.54197 1.47353
H -1.41219 -1.11143 -1.09952
```

Summary:
**HOMO (spin up / spin down)**: -6.096 / -9.663 eV
**Gap between HOMO and LUMO (spin up / spin down)**: 0.2495 / 0.3292 Eh
**<S²>**: 2.011
**Charge**: 0
**2S+1**: 3
**Lowest unoccupied orbital energy (spin up / spin down)**: 0.69 / -0.70 eV

=====

Computed strongest force on any atom, in the same sequence as the records: 5.36; 3.61 eV/A.
Computed energy above the lowest of the compared OMol25 structures with the same formula, charge and spin, in the same sequence as the records: 166.2; 166.4 kJ/mol.
Computed molecular weight, in the same sequence as the records: 153.09; 106.19 g mol⁻¹.